1.
Formula: C9H11O3
Source: the OMol25 dataset
Level of theory: wB97M-V/def2-TZVPD

Structure (XYZ):
```
23
C9H11O3, DFT wB97M-V/def2-TZVPD
C -3.690 -0.199 -2.852
C -3.521 0.014 -1.319
O -2.483 -0.320 -0.834
O -4.617 0.305 -0.812
H -4.190 0.806 -3.091
H -4.131 -1.228 -2.890
H -2.653 -0.395 -3.267
C 4.151 -0.146 0.921
C 0.313 -0.671 0.157
C -0.304 0.186 1.029
C 1.743 -0.570 0.029
C 2.633 0.133 0.812
C 0.522 0.961 1.741
C 1.928 1.008 1.678
O -1.612 0.070 1.604
H -0.121 -1.551 -0.249
H 2.102 -1.157 -1.007
H 0.080 1.621 2.390
H -2.403 -0.036 0.800
H 4.528 -0.849 0.155
H 4.600 -0.376 1.917
H 2.528 1.622 2.346
H 4.597 0.772 0.741
```

Spin multiplicity   2
LUMO (alpha / beta)   0.443 / -4.138 eV
Relative energy (zero: lowest compared OMol25 entry of this formula, charge and spin)   366.6 kJ/mol
Electronic energy   -15649.09299 eV
HOMO energy (alpha / beta)   -8.276 / -8.265 eV

=====

2.
Formula: C9H12
Source: the OMol25 dataset
Level of theory: wB97M-V/def2-TZVPD

Structure (XYZ):
```
21
C9H12, DFT wB97M-V/def2-TZVPD
C -2.421 0.820 -0.134
C -2.909 -0.277 0.416
C -1.050 1.463 0.062
C 1.602 -0.848 0.317
C 0.080 -1.005 0.370
C 1.476 0.521 0.037
C 0.083 0.412 0.241
C -0.240 -1.911 -0.901
C 2.472 1.566 -0.043
H -3.962 -0.419 0.281
H -2.467 -0.810 1.254
H -0.682 2.161 -0.741
H -1.207 2.017 1.037
H 2.411 -1.602 0.407
H -0.393 -1.193 1.254
H -1.236 -2.486 -0.886
H 0.562 -2.586 -1.008
H -0.464 -1.091 -1.691
H 2.217 2.373 -0.723
H 3.339 1.059 -0.553
H 2.789 1.838 1.005
```

LUMO (alpha / beta)   0.536 / -0.246 eV
Relative energy (zero: lowest compared OMol25 entry of this formula, charge and spin)   611.3 kJ/mol
Electronic energy   -9520.50320 eV
HOMO energy (alpha / beta)   -8.730 / -6.975 eV

=====

3.
Formula: C9H12AlCl2GaN4O3
Source: the OMol25 dataset
Level of theory: wB97M-V/def2-TZVPD

Structure (XYZ):
```
32
C9H12AlCl2GaN4O3, DFT wB97M-V/def2-TZVPD
Al -2.029 3.343 -1.170
Ga -1.684 0.909 -0.056
Cl 0.045 3.996 -1.118
Cl -2.131 2.021 -2.915
C -2.973 -0.501 -0.285
C -2.265 5.312 -0.171
C -3.923 4.268 -1.945
O -3.662 -1.425 -0.489
O -1.853 6.228 0.399
O -4.895 4.743 -2.336
C 0.093 -1.426 -0.896
N 0.003 -0.358 0.193
C 1.338 0.364 0.135
N 2.437 -0.570 0.442
C 2.451 -1.672 -0.551
N 1.161 -2.393 -0.589
C 0.944 -2.974 0.756
N 0.934 -1.951 1.821
C -0.153 -0.988 1.540
C 2.208 -1.201 1.771
H 0.363 -0.902 -1.831
H -0.867 -1.939 -0.977
H 1.333 1.169 0.875
H 1.480 0.751 -0.889
H 3.239 -2.384 -0.256
H 2.649 -1.246 -1.544
H -0.022 -3.495 0.758
H 1.770 -3.673 0.958
H -0.094 -0.187 2.291
H -1.113 -1.511 1.593
H 3.039 -1.902 1.957
H 2.179 -0.407 2.530
```

LUMO (alpha / beta)   -17.496 / -19.367 eV
Net charge   +4
Electronic energy   -105598.30635 eV
HOMO energy (alpha / beta)   -23.338 / -23.848 eV

=====

4.
Formula: C9H12AlCl3N2O4S
Source: the OMol25 dataset
Level of theory: wB97M-V/def2-TZVPD

Structure (XYZ):
```
32
C9H12AlCl3N2O4S, DFT wB97M-V/def2-TZVPD
O 0.671 -1.096 2.867
C 0.503 -1.578 1.783
Cl -0.987 -2.700 1.570
C 1.301 -1.410 0.594
Al 1.389 0.519 -0.186
C 2.020 1.774 1.306
C 1.055 2.875 1.756
S -0.240 2.366 2.952
C -1.603 1.840 2.038
N -2.768 2.381 1.943
N -3.515 1.594 1.128
C -2.754 0.618 0.775
O -1.566 0.693 1.325
C 2.797 0.393 -1.683
O 3.584 -0.603 -1.720
O 2.784 1.331 -2.509
H 2.321 -1.642 0.872
H 1.003 -2.096 -0.188
H 0.019 0.991 -0.875
H 2.925 2.244 0.928
H 2.278 1.201 2.197
H 0.629 3.426 0.927
H 1.599 3.607 2.353
H -2.998 -0.184 0.116
Cl -3.274 -2.677 -2.043
C -1.608 -2.750 -2.698
C -0.798 -1.528 -2.357
Cl -1.376 -0.073 -3.188
H -1.684 -2.890 -3.773
H -1.139 -3.631 -2.262
H 0.239 -1.673 -2.662
H -0.809 -1.322 -1.289
```

LUMO   4.521 eV
Net charge   -2
Electronic energy   -75697.80850 eV
HOMO energy   0.404 eV